1.
# C4H13NOS

A cluster of 2 separate species, C4H13NOS in total in a non-equilibrium geometry (ωB97M-V/def2-TZVPD, the OMol25 dataset).

For the max |F|, the calculation gives 2.79 eV/Å. The orbital gap is 8.74 eV. Its multiplicity is 1. Its relative energy (zero: lowest compared OMol25 entry of this formula, charge and spin) is 32.51 kcal/mol. The charge is 0. The electronic energy is -18730.601 eV. As for the SMILES: CSCCCN.O.

Geometry (Å):
C: 0.43 -0.87 -0.83
H: -2.19 0.63 2.21
C: -0.77 -1.68 -0.45
H: -1.23 1.13 0.70
H: -0.53 0.28 2.02
N: 2.76 -0.11 -0.37
C: 1.53 -0.65 0.25
C: -1.48 0.33 1.45
S: -2.05 -1.13 0.66
H: 3.13 0.62 0.24
H: 3.55 -0.74 -0.25
H: 1.71 -1.62 0.70
H: -1.14 2.81 -1.26
H: 1.00 -1.31 -1.67
O: -1.70 3.17 -0.56
H: -1.39 -2.06 -1.28
H: -0.45 -2.66 -0.05
H: -2.41 3.68 -1.00
H: 0.12 0.03 -1.35
H: 1.10 0.16 0.83

***

2.
# C8H13N5O

A structure of composition C8H13N5O in a non-equilibrium geometry (ωB97M-V/def2-TZVPD, the OMol25 dataset).

For the max |F|, the calculation gives 6.92 eV/Å. The orbital gap is 7.32 eV. Its multiplicity is 1. Its relative energy (zero: lowest compared OMol25 entry of this formula, charge and spin) is 230.01 kcal/mol. The charge is 0. The electronic energy is -17995.090 eV.

Geometry (Å):
N: -0.29 -2.09 -0.60
C: -0.30 -0.71 -0.45
H: -2.18 -0.87 -1.49
N: 0.30 1.61 0.41
H: 3.12 -1.76 2.98
O: 1.32 2.36 0.72
C: -1.75 1.20 -1.08
H: -2.63 2.24 -2.99
H: -2.43 0.60 -3.17
H: -2.55 1.40 0.08
C: -4.04 1.21 -1.86
C: 3.42 -0.77 2.27
H: -4.52 2.48 -1.40
H: 0.51 -3.82 0.19
N: 2.30 0.01 1.75
H: -4.62 1.11 -2.84
N: 1.48 -1.89 0.96
C: 1.24 -0.60 1.14
H: -4.10 0.39 -0.79
H: 2.64 0.98 1.80
C: 0.62 -2.64 0.19
N: -1.31 -0.17 -1.21
C: -2.65 1.34 -2.40
H: 3.99 -0.09 2.71
H: -0.68 1.95 -0.73
C: 0.36 0.17 0.42
H: 4.09 -1.12 1.34

***

3.
# C5H9N3O

An isolated molecule of C5H9N3O (ωB97M-V/def2-TZVPD, the OMol25 dataset).

For the max |F|, the calculation gives 0.94 eV/Å. The orbital gap (alpha / beta) is 6.14 / 7.03 eV. Its multiplicity is 1. Its relative energy (zero: lowest compared OMol25 entry of this formula, charge and spin) is 111.90 kcal/mol. The charge is 0. The electronic energy is -11844.556 eV.

Geometry (Å):
H: -1.82 1.89 -0.17
O: -1.75 -1.87 1.39
N: 1.94 -1.47 1.26
H: -2.07 0.80 -1.57
C: -1.20 -1.02 0.82
H: 0.82 -1.21 -1.47
H: 1.60 1.82 0.57
H: -3.04 0.58 -0.09
H: 2.17 -1.77 0.31
C: 1.02 -0.15 -1.29
H: 0.58 0.44 -2.09
C: -2.07 0.87 -0.48
C: 0.47 0.32 0.06
N: 0.61 1.61 0.44
H: 2.10 0.01 -1.31
N: -1.03 -0.01 0.08
C: 0.97 -0.64 1.27
H: 0.68 -0.21 2.24

***

4.
# C7H11INO3S

A structure of composition C7H11INO3S in a non-equilibrium geometry (ωB97M-V/def2-TZVPD, the OMol25 dataset).

For the max |F|, the calculation gives 4.28 eV/Å. The orbital gap (alpha / beta) is 6.69 / 6.91 eV. Its multiplicity is 1. Its relative energy (zero: lowest compared OMol25 entry of this formula, charge and spin) is 103.91 kcal/mol. The charge is -1. The electronic energy is -34002.249 eV.

Geometry (Å):
S: -2.28 0.25 2.16
H: -2.44 1.76 -1.55
C: -1.61 1.05 -1.74
C: 1.32 -0.58 0.09
H: -1.45 0.96 -2.75
O: -3.52 1.04 2.23
C: -0.99 -1.10 0.50
H: 1.52 0.46 1.92
O: -0.75 -2.21 0.97
H: 2.36 1.37 0.49
H: 2.39 -0.06 -1.70
H: 1.19 -1.68 0.63
H: 2.89 -1.48 -1.05
H: 3.15 0.02 1.23
H: 1.57 -1.46 -1.80
C: 2.14 0.36 1.05
O: -1.11 1.12 2.26
C: -0.38 0.92 -0.86
H: 0.42 1.25 -1.44
C: 2.12 -0.86 -1.18
C: -2.28 -0.45 0.52
N: -0.09 -0.35 -0.21
H: -0.38 1.54 -0.04
I: -3.80 -1.86 0.25

***

5.
# C45H44AsN5OPS3Tb

A structure of composition C45H44AsN5OPS3Tb in a non-equilibrium geometry (ωB97M-V/def2-TZVPD, the OMol25 dataset).

For the max |F|, the calculation gives 1.87 eV/Å. Its expectation value of S² is 12.709. The orbital gap (alpha / beta) is 7.71 / 7.97 eV. Its multiplicity is 7. Its relative energy (zero: lowest compared OMol25 entry of this formula, charge and spin) is 0.00 kcal/mol. The charge is +2. The electronic energy is -181931.838 eV.

Geometry (Å):
H: -4.05 -5.31 -1.28
H: -0.97 -2.89 2.99
C: 0.78 3.77 2.32
C: -1.03 1.03 0.60
C: -3.33 1.80 -0.75
H: 3.28 -0.53 3.73
H: 0.90 -1.74 -3.74
C: 2.92 2.14 3.02
H: -6.33 -3.52 3.59
H: 5.23 6.43 -0.36
H: -2.83 -7.65 -1.24
H: 2.98 -2.28 3.84
N: 0.83 -2.30 2.07
H: 1.83 -1.08 5.56
C: 2.18 2.24 -1.40
C: 1.06 3.52 3.66
C: 1.59 6.17 -1.64
C: -3.05 -2.52 -1.29
H: 1.50 -0.32 2.02
N: 1.44 -1.08 4.62
S: -1.02 -5.20 0.64
C: -2.21 -2.74 -2.37
H: -0.47 2.54 -5.79
H: 3.21 2.43 -1.07
C: -2.26 1.23 -1.45
C: 1.91 -1.31 2.22
C: -2.82 -3.06 0.13
C: -3.12 -5.50 -0.75
C: -5.65 -3.12 2.84
C: -5.55 -1.82 2.42
N: 2.07 -3.12 -0.48
H: -0.42 -1.89 5.24
H: 2.17 2.43 -2.48
H: -6.15 -1.01 2.81
C: -0.20 1.47 -3.96
H: -4.45 -0.98 -4.12
H: -0.06 4.41 2.07
C: 0.34 -2.13 4.50
H: -4.06 2.43 1.16
C: 2.35 7.31 -1.92
H: -2.35 1.08 -2.52
C: 2.54 -1.32 3.60
N: 4.46 -3.49 -0.51
H: 1.23 -3.24 2.12
C: 3.25 -3.26 -0.55
C: 0.57 -0.80 -4.18
H: 2.36 2.54 5.06
C: 2.12 2.70 4.01
As: 1.03 3.60 -0.56
C: 1.56 3.21 1.31
C: 3.46 5.22 -0.45
C: -2.67 -2.14 -3.58
H: 0.81 -3.08 4.76
C: -1.10 0.87 -0.79
O: -1.66 -2.40 0.69
H: -0.59 -7.55 0.12
C: 1.84 0.79 -1.07
C: 4.21 6.35 -0.72
C: -0.21 -2.12 3.09
C: -1.29 -6.74 -0.05
H: 1.04 -0.15 4.47
C: 2.15 5.13 -0.91
H: -1.41 -3.47 -2.39
H: 3.79 1.56 3.28
H: 0.92 -1.50 -6.18
C: -0.19 1.60 -5.34
H: 3.90 4.42 0.14
S: -4.59 -4.15 2.02
C: 5.51 -2.84 -1.03
Tb: -0.09 -2.53 -0.52
N: 6.43 -2.28 -1.43
H: 2.59 0.11 -1.50
C: -2.47 -4.55 -0.04
C: -3.85 -1.50 -3.39
C: 0.21 0.53 -6.14
H: 0.45 3.99 4.43
C: -3.98 -2.87 1.07
C: 2.64 2.40 1.67
P: 0.28 0.03 -1.60
H: 1.89 0.64 0.01
H: -2.17 -2.21 -4.54
H: -4.29 -0.73 0.95
H: 0.57 6.11 -1.99
S: -4.39 -1.62 -1.78
H: -0.13 0.76 1.14
C: 0.17 0.26 -3.37
H: -4.22 2.10 -1.28
C: -4.56 -1.68 1.40
H: 0.22 0.64 -7.22
C: -3.24 1.98 0.62
C: 0.60 -0.67 -5.56
C: 3.66 7.40 -1.46
C: -2.45 -6.77 -0.74
H: -0.49 2.32 -3.34
H: 1.92 8.12 -2.48
H: 4.24 8.28 -1.67
H: -2.01 1.74 2.37
H: -0.72 -1.17 2.89
H: 2.69 -1.50 1.48
H: 3.30 2.00 0.92
C: -2.09 1.59 1.30

***

6.
# C8H12N4S

An isolated molecule of C8H12N4S in a non-equilibrium geometry (ωB97M-V/def2-TZVPD, the OMol25 dataset).

For the max |F|, the calculation gives 4.24 eV/Å. The orbital gap is 9.34 eV. Its multiplicity is 1. Its relative energy (zero: lowest compared OMol25 entry of this formula, charge and spin) is 44.37 kcal/mol. The charge is 0. The electronic energy is -25283.604 eV. As for the SMILES: c1nnc(NC2=NCCCCC2)s1.

Geometry (Å):
C: 0.91 -0.78 0.34
C: 3.60 0.29 -0.60
H: 2.96 2.23 -1.16
N: 1.85 -1.43 -0.20
C: 1.15 0.39 1.23
N: -3.78 -0.53 -0.48
C: 2.42 1.21 -0.93
H: 3.81 -1.95 -0.34
N: -0.39 -1.31 0.15
H: 0.52 2.17 -0.12
H: 3.48 -1.06 1.22
C: 3.27 -1.07 0.12
S: -1.96 1.01 0.27
C: 1.44 1.58 0.31
C: -3.58 0.71 -0.40
H: -4.27 1.49 -0.51
H: 0.16 0.65 1.74
H: 4.41 0.91 -0.21
H: 1.98 2.27 1.02
H: 2.05 0.11 1.91
N: -2.66 -1.30 -0.27
H: 1.77 1.05 -1.77
H: -0.36 -2.40 -0.09
C: -1.62 -0.61 0.14
H: 4.06 0.13 -1.60

***

7.
# C4H10NO3

A cluster of 3 separate species, C4H10NO3 in total (ωB97M-V/def2-TZVPD, the OMol25 dataset).

For the max |F|, the calculation gives 0.67 eV/Å. Its expectation value of S² is 0.762. The orbital gap (alpha / beta) is 6.00 / 5.16 eV. Its multiplicity is 2. Its relative energy (zero: lowest compared OMol25 entry of this formula, charge and spin) is 74.63 kcal/mol. The charge is -2. The electronic energy is -11937.999 eV.

Geometry (Å):
H: -1.08 -1.91 0.74
H: 2.00 3.27 0.15
H: -0.19 -0.26 1.69
H: -0.04 -2.11 -3.33
H: -0.09 -2.08 -0.57
O: -0.17 -1.80 -2.43
H: -3.46 -0.53 1.79
H: -1.15 0.45 -0.35
N: -0.10 -1.92 0.46
C: 0.33 -0.58 0.79
H: 0.29 0.04 -1.28
H: -0.26 2.61 0.16
H: 1.42 -0.52 0.94
O: 2.80 1.45 -0.18
C: -0.06 0.46 -0.32
O: -2.50 -0.57 1.87
C: 1.81 2.19 -0.04
C: 0.44 1.81 -0.10

***

8.
# C6H13O2S2

A cluster of 2 separate species, C6H13O2S2 in total (ωB97M-V/def2-TZVPD, the OMol25 dataset).

For the max |F|, the calculation gives 0.73 eV/Å. The orbital gap is 6.71 eV. Its multiplicity is 1. The charge is -1. The electronic energy is -32200.282 eV.

Geometry (Å):
H: 2.84 3.79 1.38
H: 4.36 0.78 -0.92
C: 2.39 4.57 0.73
O: 2.71 -1.01 4.00
H: 4.24 5.32 -0.10
H: 3.72 6.14 1.40
H: 0.57 0.63 5.04
C: 2.62 0.13 4.52
H: 2.89 6.49 -0.15
H: 1.48 4.94 1.24
S: 3.41 2.85 -1.52
H: 2.27 0.13 -2.16
H: 1.27 0.84 -0.86
S: 1.75 3.77 -0.77
H: 1.27 -0.64 6.09
O: 3.31 1.16 4.29
C: 2.23 0.35 -1.08
C: 3.38 1.24 -0.66
H: 2.26 -0.61 -0.53
H: 1.74 1.07 6.32
C: 3.37 5.70 0.46
H: 3.38 1.42 0.43
C: 1.48 0.31 5.57

***

9.
# C41H44BF2N4P2PbSe

A structure of composition C41H44BF2N4P2PbSe (ωB97M-V/def2-TZVPD, the OMol25 dataset).

For the max |F|, the calculation gives 0.59 eV/Å. The orbital gap is 4.35 eV. Its multiplicity is 1. Its relative energy (zero: lowest compared OMol25 entry of this formula, charge and spin) is 1.40 kcal/mol. The charge is +1. The electronic energy is -144471.633 eV.

Geometry (Å):
H: 0.64 -3.18 3.33
F: -3.13 1.75 -0.70
C: -6.00 -2.79 -2.55
H: -2.63 2.47 -5.33
N: 3.39 -2.57 -1.68
H: -2.25 4.92 -1.30
H: 5.35 -3.02 -0.99
C: -3.00 -2.74 4.52
C: -1.40 2.79 -3.62
C: 1.74 -0.35 0.63
C: 0.44 0.55 3.49
N: 1.15 0.14 -0.51
H: -2.80 -4.72 5.34
C: -1.07 -1.87 3.35
H: 1.41 -5.64 0.60
C: 3.46 -5.36 -0.98
C: 2.11 6.26 0.32
H: -4.65 3.56 -4.41
H: 1.09 1.66 -2.90
C: 1.82 7.30 -0.54
C: 0.43 5.85 -1.86
C: -1.29 3.34 -2.36
C: -3.69 4.05 -2.57
C: 2.96 1.42 -0.06
C: 1.13 -5.06 -0.29
C: -4.98 -3.68 -2.88
C: -3.48 -2.54 -1.39
C: 2.85 0.41 0.94
C: 0.69 1.86 3.09
C: -2.49 3.95 -1.74
H: 2.85 -1.84 -3.56
C: 0.99 7.10 -1.63
H: 4.24 -4.91 -1.60
C: 3.54 -1.60 -2.75
C: 1.43 2.16 -1.99
H: -0.46 -4.98 4.59
H: -6.54 -1.08 -1.38
H: -2.93 -0.82 3.57
H: -6.98 -2.90 -3.00
F: -2.81 3.49 0.74
H: -4.56 4.56 -2.16
C: -4.49 -1.64 -1.06
C: 1.35 2.75 3.93
Pb: -0.22 -0.93 -2.03
H: 4.65 -1.50 -0.42
C: -3.75 3.50 -3.81
H: 0.77 7.91 -2.31
C: 4.43 -2.54 -0.65
H: 2.26 8.28 -0.38
H: 3.89 -5.62 -0.02
N: 1.13 -2.88 -2.09
H: 0.75 -2.26 1.00
H: 4.08 -3.03 0.25
H: -0.20 5.70 -2.73
H: 0.35 2.18 2.11
C: -0.39 -3.05 3.65
C: 1.08 -1.35 1.51
Se: -1.79 -2.46 -0.48
C: 2.26 -3.29 -1.54
C: 0.85 0.14 4.76
H: -0.54 2.32 -4.08
H: -5.17 -4.49 -3.58
C: 1.76 2.33 5.19
H: 1.79 -1.63 2.30
H: 1.75 4.19 0.80
C: -2.31 -3.92 4.79
P: 0.06 3.10 -1.17
H: 1.82 0.71 6.58
H: -4.02 -2.62 4.86
C: 1.92 1.21 -0.93
H: 0.41 -4.30 0.01
H: 3.71 2.19 -0.13
C: -2.39 -1.74 3.80
H: 4.56 -1.66 -3.13
N: 2.34 -4.45 -0.83
H: -2.94 -4.26 -2.55
H: 2.75 6.42 1.17
C: 1.51 1.03 5.60
C: -3.73 -3.56 -2.30
H: 0.45 -3.63 -2.11
B: -2.79 2.99 -0.47
H: 1.54 3.77 3.61
H: -4.30 -0.87 -0.33
H: 0.65 -0.87 5.09
H: 2.27 3.02 5.85
C: -2.59 2.88 -4.33
C: 1.54 5.01 0.11
C: -1.00 -4.07 4.36
H: 2.22 2.86 -2.25
H: 3.36 -0.59 -2.40
H: 3.48 0.27 1.80
P: -0.43 -0.54 2.28
H: 3.13 -6.27 -1.47
C: -5.75 -1.77 -1.65
C: 0.71 4.79 -0.98
H: 0.66 -5.74 -1.00

***

10.
# CH3ClN2O2

An isolated molecule of CH3ClN2O2 in a non-equilibrium geometry (ωB97M-V/def2-TZVPD, the OMol25 dataset).

For the max |F|, the calculation gives 5.43 eV/Å. The orbital gap is 9.03 eV. Its multiplicity is 1. Its relative energy (zero: lowest compared OMol25 entry of this formula, charge and spin) is 86.21 kcal/mol. The charge is 0. The electronic energy is -20677.226 eV.

Geometry (Å):
H: 1.45 0.95 -1.21
Cl: 1.96 -0.90 0.14
O: -2.24 -1.09 0.36
H: 1.08 1.43 0.53
C: 1.14 0.60 -0.18
N: -1.07 -0.89 0.09
O: -1.26 1.34 0.19
H: -0.44 -1.74 0.00
N: -0.62 0.29 0.08

***

11.
# C13H17BClN3O8

A cluster of 2 separate species, C13H17BClN3O8 in total (ωB97M-V/def2-TZVPD, the OMol25 dataset).

For the max |F|, the calculation gives 0.76 eV/Å. The orbital gap is 8.78 eV. Its multiplicity is 1. The charge is 0. The electronic energy is -47811.660 eV.

Geometry (Å):
C: 1.80 0.62 1.16
C: -4.71 -2.05 -0.03
H: 4.69 -0.20 2.00
O: -5.12 0.15 2.46
C: 0.70 -0.12 -3.30
C: -5.50 1.41 2.65
H: 1.52 -0.59 -5.28
H: 3.60 -0.34 -0.22
H: 2.59 2.19 0.00
O: -3.31 -0.49 0.96
C: 0.74 0.19 0.42
C: 0.53 -0.65 2.45
C: 1.73 -0.77 -4.23
H: -0.89 -1.07 0.99
C: 0.97 -0.55 -1.86
H: 2.05 -0.64 -1.75
H: 2.28 0.21 3.19
H: -0.54 0.56 -1.06
C: 5.14 0.22 1.10
B: -4.73 -0.03 1.07
C: -3.28 -1.65 0.34
O: -5.52 -1.10 0.40
C: -5.36 2.15 1.30
H: 1.75 -1.85 -4.02
N: 0.46 0.46 -0.91
O: -5.87 1.89 3.68
H: 0.52 -1.54 -1.70
H: 0.14 -1.20 3.29
H: 3.34 2.00 1.60
C: 4.06 0.60 0.10
C: 2.94 1.46 0.73
O: -5.60 3.29 1.09
H: 5.77 1.07 1.33
O: -4.90 1.27 0.41
H: -0.31 -0.41 -3.59
H: 0.76 0.96 -3.36
O: -5.02 -3.05 -0.61
N: -0.04 -0.60 1.27
H: 2.72 -0.40 -3.95
H: 5.76 -0.56 0.65
N: 1.64 0.08 2.43
Cl: 4.75 1.36 -1.34
O: -2.26 -2.26 0.11

***

12.
# C22H30N4OS

An isolated molecule of C22H30N4OS (ωB97M-V/def2-TZVPD, the OMol25 dataset).

For the max |F|, the calculation gives 0.76 eV/Å. The orbital gap is 8.17 eV. Its multiplicity is 1. Its relative energy (zero: lowest compared OMol25 entry of this formula, charge and spin) is 41.85 kcal/mol. The charge is 0. The electronic energy is -42144.231 eV. As for the SMILES: CCc1ccccc1NC(=S)N(CCCN1CCOCC1)Cc1ccccn1.

Geometry (Å):
H: -1.83 0.58 -2.26
C: 0.36 -1.57 0.78
C: -4.47 1.02 0.90
C: -3.58 0.33 0.08
H: -5.80 -0.91 -2.14
N: -0.77 -2.20 0.50
H: 3.62 3.25 0.53
H: 1.58 0.06 0.09
H: 1.50 3.63 1.56
H: -1.68 -0.68 -3.50
H: 3.90 -1.42 -0.24
H: -3.07 0.40 -3.49
H: 4.57 0.23 1.47
H: 5.47 1.17 0.26
C: -5.43 -0.37 -1.29
H: 3.49 2.16 1.92
C: -0.08 -4.04 1.84
C: -5.82 1.03 0.61
H: 5.68 -1.23 -0.25
C: 0.83 1.60 1.84
N: -0.08 0.83 1.02
C: -3.14 -1.12 -1.96
H: 2.43 2.02 -1.61
H: 4.20 2.25 -1.56
C: 1.34 -2.13 1.59
H: -1.78 -0.62 0.11
H: -4.10 1.55 1.76
C: -1.40 1.18 0.94
H: -2.43 -1.74 -1.40
C: -4.06 -0.39 -1.03
C: 3.38 1.55 -1.34
C: 1.60 2.68 1.05
H: 1.85 -3.85 2.77
H: 1.15 2.79 0.06
H: 2.70 -0.38 -2.04
H: 1.53 0.90 2.31
H: -6.50 1.57 1.25
H: -7.36 0.34 -0.71
C: 0.52 -0.19 0.18
C: 4.73 -0.73 -0.45
H: -3.73 -1.80 -2.58
C: 3.57 0.28 -2.17
N: 3.35 1.20 0.08
H: -1.93 -3.86 0.75
C: -6.31 0.34 -0.48
C: 4.59 0.52 0.42
C: -0.99 -3.40 1.01
O: 4.75 -0.40 -1.82
H: 0.23 2.08 2.62
C: 1.11 -3.39 2.13
H: 0.06 -0.18 -0.81
S: -1.89 2.67 1.49
C: 3.10 2.37 0.92
H: 2.25 -1.60 1.80
N: -2.21 0.27 0.35
H: 3.66 0.53 -3.23
C: -2.38 -0.15 -2.86
H: -0.29 -5.02 2.24

***

13.
# C6H12O

A cluster of 2 separate species, C6H12O in total (ωB97M-V/def2-TZVPD, the OMol25 dataset).

For the max |F|, the calculation gives 0.36 eV/Å. The orbital gap is 8.59 eV. Its multiplicity is 1. Its relative energy (zero: lowest compared OMol25 entry of this formula, charge and spin) is 114.89 kcal/mol. The charge is 0. The electronic energy is -8459.372 eV.

Geometry (Å):
H: 0.26 3.14 0.88
O: 0.46 -1.06 1.58
C: -0.31 -1.18 0.38
C: 0.91 1.68 -0.56
H: -0.97 -0.30 0.27
H: -0.51 1.31 -2.09
H: 1.97 1.69 -0.32
H: -1.06 2.21 0.14
C: -1.23 -2.39 0.58
H: 1.47 -1.15 -0.77
H: -0.65 -3.30 0.72
H: -1.91 -2.51 -0.27
C: -0.03 2.15 0.52
H: 1.25 1.00 -2.54
H: -0.01 1.46 1.37
H: -1.82 -2.22 1.48
C: 0.53 1.28 -1.78
H: 1.28 -0.58 1.35
C: 0.37 -1.20 -0.94

***

14.
# C3H4ClNO

A structure of composition C3H4ClNO in a non-equilibrium geometry (ωB97M-V/def2-TZVPD, the OMol25 dataset).

For the max |F|, the calculation gives 5.02 eV/Å. The orbital gap is 10.37 eV. Its multiplicity is 1. Its relative energy (zero: lowest compared OMol25 entry of this formula, charge and spin) is 60.60 kcal/mol. The charge is 0. The electronic energy is -19233.147 eV.

Geometry (Å):
H: 1.76 0.83 0.17
C: 0.85 0.56 -0.39
O: -0.25 1.07 0.37
Cl: -2.52 0.04 -0.49
H: -1.53 0.08 1.77
C: 0.69 -0.94 -0.34
H: 1.46 -1.47 -0.70
C: -1.19 0.20 0.64
H: 1.00 1.07 -1.24
N: -0.28 -1.44 0.22